(1)
# C40H56As2I2N2O9S3SbTi

C40H56As2I2N2O9S3SbTi as an isolated structure at a distorted geometry (ωB97M-V/def2-TZVPD, the OMol25 dataset).

2S+1	1
Kohn-Sham gap (spin up / spin down)	4.7 / 4.7	eV
net charge	-1
E_HOMO (spin up / spin down)	-3.44 / -3.44	eV

The geometry in XYZ format:
```
116
Properties=species:S:1:pos:R:3:forces:R:3:mulliken_charge:R:1
Ti -1.57322 1.20597 -0.43356 -0.57 1.59 -0.15 -1.705
I -6.92522 2.35797 4.63404 0.21 -0.08 -0.32 0.025
C -5.68852 1.74637 3.03094 -0.31 0.06 0.44 -0.549
C -6.07722 1.98307 1.72624 -0.04 0.00 0.12 -0.073
C -5.24622 1.56767 0.70444 0.28 -0.19 -0.86 -0.084
I -5.86552 1.71217 -1.29826 -0.04 0.04 0.35 0.070
C -4.00752 0.95067 0.94404 -1.34 0.39 1.52 -0.734
O -3.21112 0.59857 -0.03156 -1.11 -1.11 0.17 1.609
C -3.69142 0.65307 2.28914 0.14 0.03 -0.52 0.474
C -2.42782 -0.13023 2.50104 -0.46 -0.20 0.04 0.249
N -1.32502 0.58917 1.88184 0.46 -0.02 -0.38 1.098
C -0.90292 1.72377 2.69094 0.12 0.29 0.23 -1.473
C -0.44782 2.87687 1.83394 0.06 -0.46 0.00 0.824
C -0.26282 4.13107 2.38344 0.29 0.48 -0.23 -0.773
C 0.14328 5.18117 1.56844 -0.27 -0.67 0.03 -1.010
C 0.40368 4.90747 0.23474 -0.02 -0.16 0.03 -0.939
C 0.23388 3.61917 -0.23156 0.15 0.14 -0.11 -0.905
N -0.22802 2.61347 0.53914 -0.09 1.07 0.40 1.930
C -4.51932 1.06137 3.31564 -0.03 0.02 0.02 -0.217
H -7.01322 2.47057 1.49654 -0.02 0.00 0.01 0.458
H -2.54082 -1.09113 1.98304 0.16 0.19 0.15 -1.445
H -2.24952 -0.32023 3.57044 -0.04 0.00 -0.14 0.733
H -0.53172 -0.03823 1.72684 -0.02 0.14 0.05 -0.892
H -0.07872 1.43747 3.36034 -0.13 0.09 -0.06 0.186
H -1.74962 2.05597 3.30494 0.15 -0.05 -0.09 0.731
H -0.43072 4.28007 3.43774 -0.09 0.01 0.14 0.578
H 0.25808 6.17327 1.97304 0.07 0.11 0.01 0.427
H 0.73688 5.68307 -0.43616 0.05 -0.02 -0.08 0.608
H 0.45708 3.36357 -1.26526 -0.18 0.06 0.13 0.305
H -4.25232 0.83527 4.33764 0.03 -0.02 0.10 0.512
S -3.02162 3.85477 -3.83606 0.00 -0.03 0.05 -0.307
C -2.65542 2.86097 -2.57296 -0.39 0.16 -0.37 0.542
S -2.63272 3.39857 -0.92706 0.34 -0.16 0.00 -0.387
S -2.27392 1.19117 -2.75766 0.07 0.02 -0.08 -0.326
C 0.14098 -3.36053 1.67854 -0.15 0.19 -0.26 -1.799
C -1.11172 -3.93173 1.01754 -0.14 0.50 -0.31 2.100
C -2.19262 -4.08413 2.07894 -0.04 0.19 -0.28 -1.727
C -0.80892 -5.30113 0.43954 -0.03 0.20 -0.13 -1.915
Sb -1.75642 -2.31303 -0.51746 -0.31 -1.76 -0.43 -0.303
C -0.54532 -2.93123 -2.36456 -0.34 -0.02 0.42 2.436
C 0.90648 -2.97953 -1.91256 -0.19 0.11 0.28 -1.689
C -0.92472 -4.26133 -3.00376 -0.13 0.20 0.20 -2.166
C -0.70172 -1.81133 -3.38496 -0.14 0.04 0.28 -1.163
C -3.89992 -2.91833 -1.07536 0.62 0.06 0.16 1.813
C -4.81152 -2.45313 0.05414 0.31 0.04 -0.02 -1.750
C -4.11102 -4.40153 -1.32536 0.23 0.17 0.07 -1.727
C -4.22602 -2.11603 -2.32786 0.32 0.05 0.11 -1.596
H 0.52148 -4.05453 2.43144 0.04 -0.10 0.13 0.609
H -0.07202 -2.40773 2.17294 0.06 0.00 0.03 0.156
H 0.93148 -3.18533 0.94954 0.12 0.04 0.00 0.213
H -1.81952 -4.68693 2.90944 0.11 -0.11 0.12 0.541
H -3.06612 -4.58613 1.67514 -0.23 -0.06 -0.01 0.262
H -2.50142 -3.12293 2.48414 -0.10 0.08 0.12 0.276
H -0.57652 -6.00063 1.24684 0.04 -0.10 0.15 0.540
H 0.05238 -5.26593 -0.21906 0.08 -0.09 -0.16 0.347
H -1.66262 -5.69213 -0.10726 -0.07 -0.15 -0.11 0.239
H 1.11458 -3.85603 -1.30576 0.06 -0.13 0.11 0.251
H 1.18228 -2.09453 -1.34066 0.18 -0.02 -0.04 -0.335
H 1.57158 -3.02143 -2.77536 0.10 0.04 -0.12 0.703
H -0.96002 -5.06613 -2.27416 -0.02 -0.14 -0.02 0.268
H -0.17312 -4.51783 -3.75346 0.12 -0.03 -0.11 0.495
H -1.88312 -4.19713 -3.51486 -0.14 -0.06 -0.02 0.338
H -0.48512 -0.84403 -2.93876 0.08 0.09 -0.11 -0.442
H -1.70632 -1.76413 -3.79966 -0.10 0.02 -0.05 0.203
H -0.00442 -1.96853 -4.21076 0.11 -0.03 -0.10 0.595
H -4.62172 -2.99913 0.97624 -0.02 -0.05 0.15 0.205
H -5.85532 -2.60953 -0.22506 -0.17 -0.04 -0.04 0.531
H -4.67602 -1.39073 0.24354 -0.07 0.10 0.07 0.274
H -3.94562 -4.97723 -0.41956 0.01 -0.18 0.15 0.234
H -3.44182 -4.77343 -2.09286 0.08 -0.14 -0.13 0.256
H -5.13512 -4.58223 -1.65686 -0.22 -0.03 -0.04 0.519
H -4.00572 -1.05663 -2.18166 -0.06 0.07 -0.09 0.047
H -5.28502 -2.20653 -2.57526 -0.21 -0.03 0.00 0.492
H -3.65392 -2.46963 -3.18366 0.03 -0.01 -0.12 0.240
C 1.37258 1.37107 -3.50256 0.52 0.04 -0.60 -1.253
O 0.54948 1.23737 -2.36796 0.23 -0.51 1.23 -0.129
C 0.96798 0.54317 -1.24816 1.60 0.06 -1.26 -0.622
O -0.08492 0.21767 -0.52916 -0.07 -0.59 -0.27 2.612
C 2.20098 0.16787 -0.86696 -0.41 0.24 0.66 0.357
C 3.48348 0.38597 -1.46816 1.02 -0.27 -0.89 0.132
As 4.09338 2.20317 -1.50796 -0.06 -1.26 -1.24 -0.159
C 5.95188 2.02797 -0.84026 0.03 0.25 0.29 -1.172
C 3.36608 2.68567 0.25374 -0.34 -2.25 1.32 1.453
C 3.01088 1.81757 1.26564 0.41 1.00 -2.18 0.159
As 2.25738 0.00257 1.08194 0.42 -0.73 -0.61 1.712
C 3.96478 -0.99633 1.31744 -0.15 0.01 0.20 -1.293
C 3.15968 2.18497 2.64694 0.19 0.53 2.54 -0.728
O 3.93198 2.97647 3.14164 -0.45 -0.62 -0.29 -0.621
O 2.37708 1.36157 3.46034 0.32 0.66 -0.57 -0.273
C 2.54178 1.54997 4.85104 0.22 0.15 0.24 -0.921
C 3.43158 4.11217 0.42664 0.40 2.54 0.43 -0.334
O 2.95948 4.81387 1.29904 0.37 -0.46 -0.58 -0.603
O 4.06298 4.68537 -0.67036 -0.37 -0.48 0.96 -0.195
C 4.11118 6.09257 -0.70636 0.04 0.35 0.26 -0.750
C 4.24728 -0.73153 -1.87256 -0.82 1.70 0.59 -0.153
O 3.97368 -1.91523 -1.71446 0.01 -1.01 -0.18 -0.684
O 5.42608 -0.35403 -2.49126 0.42 0.09 -0.27 -0.313
C 6.29338 -1.41723 -2.80716 -0.07 -0.25 0.12 -0.854
H 0.69428 1.40867 -4.35686 -0.01 0.06 0.04 0.350
H 2.04918 0.51847 -3.59626 -0.07 0.14 0.01 0.321
H 1.96458 2.29767 -3.45686 -0.12 -0.28 0.01 0.311
H 6.61008 1.72947 -1.65426 -0.17 0.00 -0.04 0.358
H 6.01508 1.29837 -0.03426 -0.06 -0.07 -0.03 0.269
H 6.26938 2.99887 -0.46236 0.05 0.09 0.02 0.425
H 4.80218 -0.42533 0.92294 -0.10 0.03 -0.13 0.118
H 3.90178 -1.94023 0.77604 -0.12 0.12 -0.07 0.387
H 4.14918 -1.20343 2.37184 -0.14 0.08 0.09 0.472
H 1.97858 0.75677 5.34224 0.02 0.04 -0.06 0.223
H 2.16208 2.52877 5.15724 0.04 -0.05 0.00 0.292
H 3.59868 1.49017 5.12214 -0.11 0.00 0.04 0.357
H 4.83288 6.35667 -1.48066 -0.11 -0.03 0.08 0.274
H 4.42338 6.48147 0.26704 -0.03 0.08 -0.16 0.316
H 3.12778 6.50567 -0.95536 0.12 -0.01 0.04 0.227
H 7.20468 -0.98173 -3.21406 -0.02 0.06 -0.03 0.227
H 5.83378 -2.08673 -3.53846 0.11 -0.04 0.01 0.262
H 6.52868 -2.00013 -1.91126 0.04 -0.04 -0.11 0.331
```
Forces are in eV/Å.

=====

(2)
# C8H14N5

A 2-piece molecular cluster, C8H14N5 overall at a distorted geometry (ωB97M-V/def2-TZVPD, the OMol25 dataset).

2S+1	1
Kohn-Sham gap	8.8	eV
net charge	+1
E_HOMO	-12.48	eV

The geometry in XYZ format:
```
27
Properties=species:S:1:pos:R:3:forces:R:3:mulliken_charge:R:1
C 0.25367 0.26241 2.31084 1.35 0.83 2.01 -0.766
C -0.97307 -0.27584 2.04553 -0.89 -1.22 -1.30 0.660
C 0.93526 0.56356 1.15087 -0.77 -0.48 -2.16 0.708
C -0.21299 -1.80365 -2.72069 4.93 0.99 1.29 0.088
C -2.02272 -0.79127 2.99279 -1.35 0.19 0.71 -1.242
C 2.27862 1.23939 0.91722 -1.61 -3.09 -3.05 -1.361
C -0.07388 1.48193 -1.96201 0.80 1.38 0.14 -1.255
C 0.25473 0.12328 -1.29589 3.48 -1.41 -3.66 0.283
N -1.03101 -0.44966 0.69485 1.24 1.12 0.88 -0.186
N -1.46495 -3.79477 -3.31420 1.97 2.19 2.15 -0.454
N -1.02536 -2.62170 -3.36687 -3.06 -2.12 -1.77 0.229
N 0.14158 0.06532 0.11989 -0.42 0.43 2.62 0.370
N -0.48833 -0.98019 -1.78812 -1.79 0.17 -0.09 -0.584
H 0.68197 0.37498 3.31804 -0.44 0.21 -0.66 0.393
H 0.94605 -1.78814 -3.05636 -2.42 -0.23 -0.01 0.220
H -1.93939 -1.87966 3.12220 1.02 0.30 0.79 0.317
H -2.11837 -0.16479 3.96839 0.53 -1.42 -1.74 0.319
H -3.05584 -0.90474 2.59604 0.53 1.17 -0.38 0.382
H 2.73133 1.29726 1.81184 1.92 -0.18 3.14 0.454
H 2.86334 0.60549 0.16255 -0.64 1.04 1.14 0.299
H 2.21925 2.23277 0.59189 -0.51 1.37 -0.93 0.307
H -1.12974 1.62922 -1.97736 -1.15 -0.38 -0.11 0.416
H 0.20994 2.43039 -1.35434 0.36 -1.85 -0.96 0.290
H 0.26020 1.57189 -3.05001 -0.11 -0.32 1.72 0.316
H 1.81256 -0.18411 -1.77428 -3.41 0.79 1.50 0.248
H -2.21477 -3.96428 -3.97785 0.09 0.49 -0.97 0.295
H -1.78685 -0.80784 0.12453 0.35 0.04 -0.29 0.251
```
Forces are in eV/Å.

=====

(3)
# C6H10O2

A 3-piece molecular cluster, C6H10O2 overall at a distorted geometry (ωB97M-V/def2-TZVPD, the OMol25 dataset).

2S+1	2
Kohn-Sham gap (spin up / spin down)	2.8 / 9.7	eV
net charge	-1
E_HOMO (spin up / spin down)	1.09 / -5.98	eV

The geometry in XYZ format:
```
18
Properties=species:S:1:pos:R:3:forces:R:3:mulliken_charge:R:1
C 0.31679 1.25433 1.28500 0.10 0.13 -1.10 -0.858
C 0.33292 -0.03444 1.79042 0.14 0.19 0.29 -0.614
C -0.57850 -0.96324 1.31699 -1.35 -0.38 -0.06 -0.314
C -1.46291 -0.67060 0.27483 1.27 0.71 0.64 -0.668
C -1.30172 0.56702 -0.34283 -1.11 0.52 -0.47 -0.534
C -0.43404 1.52721 0.14245 -0.01 -0.17 1.01 -1.171
H 0.95931 2.05612 1.62244 0.27 -0.29 0.30 0.860
H 1.07840 -0.30897 2.52640 -0.21 -0.01 0.24 0.542
H -0.84020 -1.89052 1.82163 0.90 -0.14 0.08 0.371
H -2.14272 -1.44249 -0.03657 -0.37 0.11 -0.24 0.651
H -1.98335 0.90843 -1.12180 0.18 -0.41 -0.22 0.286
H -0.33472 2.50383 -0.31450 -0.14 -0.08 -0.13 0.854
H 3.17413 0.38841 -0.68470 -0.09 -0.17 -0.30 0.341
H 2.01732 -0.08403 -1.63891 0.41 0.05 -0.13 0.229
O 2.20632 0.30994 -0.77391 -0.18 0.11 0.27 -0.820
H 0.13865 -1.16908 -1.47048 0.45 -0.44 0.01 0.415
H -0.84266 -0.96178 -2.51991 0.08 -0.26 -0.41 0.313
O -0.12688 -1.58225 -2.30936 -0.35 0.51 0.21 -0.883
```
Forces are in eV/Å.

=====

Summary of ΔE to the lowest compared entry with this formula, charge and spin in kJ/mol
282.3, 531.7, 23.2
(order as listed above)